Here is 2 unconnected molecules or ions with the total composition C11H20NO2 at a distorted geometry from OMol25. Energies are from ωB97M-V/def2-TZVPD.

Structure (XYZ):
```
34
Properties=species:S:1:pos:R:3
C -2.9813 1.1346 0.7952
C -1.9460 0.3642 0.3454
C 2.5198 -0.4141 0.2387
C -0.7100 0.3610 1.0733
C 1.7052 1.7793 -0.3481
C 4.9129 -0.2692 0.9057
C -2.9157 -2.7224 -1.7744
C -0.4354 2.7136 -0.2431
C -2.1429 -0.3973 -0.9124
C 3.5313 -0.9034 1.1926
C -2.7844 -1.7081 -0.5666
N 0.4772 1.5623 0.0006
O 1.6427 -1.0119 -0.2573
O 2.6949 0.9830 -0.0983
H -3.9533 0.9226 0.2989
H -2.7777 1.7314 1.7419
H -0.6107 0.7930 2.1267
H 1.8005 2.7054 -0.8960
H 4.9805 0.8023 1.1660
H 5.5869 -0.7533 1.4963
H 5.1950 -0.3889 -0.0874
H -3.8518 -3.0642 -2.0570
H -2.2061 -3.5507 -1.7761
H -2.7813 -2.0191 -2.5768
H -0.9595 2.4732 -1.1493
H -1.0765 2.8261 0.5647
H 0.1695 3.6656 -0.4021
H -1.2174 -0.7548 -1.3877
H -2.6542 0.1694 -1.7000
H 3.3042 -0.6042 2.1642
H 3.5141 -1.9494 1.0927
H -3.7256 -1.5286 -0.0654
H -2.1831 -2.3754 0.0839
H -0.1219 -0.5719 1.0114
```

The total energy comes out at -17306.4395 eV. Its maximum force is 3.3 eV Å⁻¹. Its energy relative to the best compared isomer or geometry (same formula, charge and spin) is 313.2 kJ/mol. As for the HOMO-LUMO gap: 9.35 eV. Its total charge is +1.

Results of the Löwdin charge analysis, in e, for atoms 1 through 6: 0.139, -0.396, -0.389, 0.124, -0.133, -0.041